Entry 1:
A structure of composition C32H52InNP2S3, computed with the ωB97M-V functional and the def2-TZVPD basis.

Values from the calculation:
Frontier orbital gap in eV: 6.733
Total energy in Ha: -3372.258077
LUMO level in eV: -5.42
Largest force on an atom in eV/A: 0.5
Energy relative to the best compared isomer or geometry (same formula, charge and spin) in kJ/mol: 0.00

The geometry in ORCA input format:
```
! wB97M-V def2-TZVPD RIJCOSX def2/J DEFGRID3
* xyz 2 1
In -0.71423 -0.06484 0.70115
C -1.42572 -1.23569 3.90954
C -2.66242 -1.87001 3.27635
S -2.62166 -2.08446 1.46602
C -4.23472 -1.45005 0.96055
C -4.50921 0.01340 1.28712
S -3.17616 1.11991 0.75233
C -2.88159 2.11018 2.24323
C -2.44505 1.39037 3.51606
S -0.91862 0.41589 3.34537
H -1.58644 -1.16775 4.98658
H -0.53549 -1.85137 3.76670
H -2.78054 -2.86137 3.71436
H -3.56223 -1.31256 3.53055
H -4.26981 -1.62405 -0.11585
H -5.00463 -2.07830 1.40739
H -5.41794 0.32152 0.77091
H -4.68209 0.16004 2.35211
H -2.13293 2.84216 1.94055
H -3.79569 2.66716 2.45191
H -2.25033 2.14193 4.28037
H -3.22313 0.73697 3.90683
C 3.66737 -2.49330 1.96202
C 2.36715 -1.71828 2.20455
C 2.67463 -0.22630 2.12636
P 0.96359 -2.12435 1.06442
C 0.28787 -3.80075 1.51785
C 1.26554 -4.79171 2.15196
C -0.39261 -4.42663 0.29743
C 1.54849 -2.17807 -0.62570
C 2.49034 -3.14230 -1.01546
C 3.02296 -3.18882 -2.28706
C 4.00783 -4.24479 -2.70143
C 2.60247 -2.19829 -3.17993
C 1.65876 -1.25480 -2.84021
C 1.06629 -1.23579 -1.56438
N 0.12518 -0.26177 -1.22613
C -0.51911 0.50832 -2.21980
C -1.07670 -0.02563 -3.37801
C -1.67433 0.80694 -4.30781
C -1.75134 2.18533 -4.11619
C -2.39552 3.07393 -5.14328
C -1.23486 2.70900 -2.93697
C -0.62890 1.89366 -1.98369
P -0.08658 2.41705 -0.33487
C -0.62917 4.16319 0.00235
C -2.12466 4.43177 -0.21534
C 0.17505 5.24002 -0.74399
C 1.76181 2.39330 -0.27383
C 2.46473 2.89673 -1.53532
C 2.26562 3.05032 1.01014
H 4.39310 -2.21188 2.72675
H 4.08913 -2.22517 0.99273
H 3.54982 -3.57207 2.00103
H 1.98910 -1.95532 3.20670
H 3.05883 0.02443 1.13484
H 3.44715 0.03273 2.85200
H 1.80492 0.39988 2.33828
H -0.47262 -3.59190 2.27554
H 2.03712 -5.10845 1.44927
H 0.70665 -5.68300 2.44250
H 1.74615 -4.39802 3.04775
H 0.35455 -4.74575 -0.42776
H -1.07086 -3.74169 -0.21498
H -0.96186 -5.30418 0.60673
H 2.81988 -3.87649 -0.28885
H 4.46882 -4.72040 -1.83640
H 4.80144 -3.82245 -3.31781
H 3.51752 -5.02384 -3.28904
H 3.03323 -2.16714 -4.17465
H 1.37693 -0.51287 -3.57406
H -1.01714 -1.09107 -3.56300
H -2.08424 0.37657 -5.21454
H -2.21925 2.70066 -6.15111
H -2.00783 4.09048 -5.08681
H -3.47626 3.12064 -4.99455
H -1.28299 3.77755 -2.78326
H -0.40767 4.27569 1.07080
H -2.34367 4.61335 -1.26535
H -2.40400 5.33515 0.32913
H -2.78134 3.62575 0.10113
H 0.15424 5.08530 -1.82251
H 1.21318 5.29100 -0.42905
H -0.27530 6.21362 -0.54210
H 1.96577 1.32037 -0.22036
H 2.32313 3.96208 -1.70479
H 2.11393 2.36106 -2.41839
H 3.53744 2.71819 -1.44034
H 2.12700 4.13069 1.00568
H 3.33519 2.86300 1.11933
H 1.76952 2.65646 1.90170
*
```

***

Entry 2:
A structure of composition C32H53FN4O3PtSb in a non-equilibrium geometry, computed with the ωB97M-V functional and the def2-TZVPD basis.

Values from the calculation:
Frontier orbital gap in eV: 5.103
Total energy in Ha: -2154.405100
LUMO level in eV: -9.64
Largest force on an atom in eV/A: 1.1
Energy relative to the best compared isomer or geometry (same formula, charge and spin) in kJ/mol: 81.55

The geometry in ORCA input format:
```
! wB97M-V def2-TZVPD RIJCOSX def2/J DEFGRID3
* xyz 3 1
Pt 0.89308 -1.05894 -1.67719
C -0.49855 -1.47544 -4.42834
C -0.49844 -3.00744 -4.32952
N 0.10952 -3.52610 -3.10283
C 1.43361 -4.11623 -3.22534
C 2.49832 -3.52250 -2.29655
N 2.61574 -2.03938 -2.25278
C 3.09330 -1.41176 -3.52709
C 1.95863 -1.25781 -4.52733
N 0.71066 -0.86074 -3.84279
H -1.34753 -1.04974 -3.89644
H -0.58575 -1.19316 -5.48167
H -0.01142 -3.44146 -5.20727
H -1.53676 -3.33437 -4.38442
H -0.52310 -4.14908 -2.62810
H 1.77821 -4.06384 -4.25850
H 1.40975 -5.18501 -2.99319
H 3.46924 -3.93874 -2.58603
H 2.27196 -3.83759 -1.27672
H 3.33070 -1.82144 -1.56750
H 3.90325 -2.00859 -3.95405
H 3.49778 -0.43920 -3.25583
H 1.78227 -2.19805 -5.04017
H 2.23465 -0.53548 -5.29640
H 0.57360 0.15102 -3.88153
C -5.21009 4.23879 -0.18372
C -3.83044 4.87090 -0.30270
C -3.63095 6.09390 0.57616
C -3.71984 5.72094 2.04817
C -2.79479 4.57582 2.36334
C -2.33733 4.37143 3.64306
C -1.43335 3.34339 3.92603
F -1.02615 3.19060 5.18431
C -0.94709 2.51710 2.95539
C -1.40824 2.69117 1.63972
C -0.93098 1.82984 0.58887
O 0.00864 0.98733 0.80049
C -1.47629 2.00826 -0.69492
C -2.35409 3.04422 -0.92499
N -2.78869 3.85275 0.03496
C -2.34075 3.70367 1.34232
C -0.91964 1.15131 -1.78995
O -0.50983 1.62678 -2.82869
O -0.91008 -0.12111 -1.46973
H -5.97592 4.98106 -0.40610
H -5.39140 3.85767 0.82253
H -5.32670 3.41798 -0.89273
H -3.63914 5.14116 -1.34106
H -4.38678 6.83454 0.31882
H -2.65704 6.53853 0.36066
H -4.74415 5.45211 2.31811
H -3.45483 6.57389 2.67209
H -2.65195 5.02270 4.44934
H -0.21377 1.75657 3.18445
H -2.72895 3.23812 -1.92288
C 3.46262 -3.99915 3.69164
C 3.08800 -4.25626 2.31230
C 1.81112 -4.89240 1.99630
C 4.06360 -4.01442 1.25262
Sb 1.39115 -0.58369 0.84358
C 3.13831 0.74721 0.74199
C 4.01386 0.42456 -0.46061
C 3.92923 0.52050 2.03150
C 2.67060 2.19739 0.65689
C -3.13186 -0.78467 1.68285
C -3.94558 0.43351 1.70669
C -2.87214 -1.42884 0.41916
C -2.68248 -1.35836 2.94666
H 3.88423 -4.97256 4.01981
H 2.60880 -3.82575 4.34479
H 4.25136 -3.26093 3.81213
H 2.03654 -5.87627 1.55826
H 1.31731 -4.33547 1.19227
H 1.15735 -5.01505 2.85357
H 4.64613 -4.95241 1.19914
H 4.77540 -3.22883 1.49736
H 3.60865 -3.88784 0.27348
H 4.38804 -0.60796 -0.43774
H 4.90179 1.06346 -0.44925
H 3.48016 0.60155 -1.39353
H 4.26877 -0.51741 2.12681
H 3.34429 0.76323 2.92015
H 4.82280 1.15085 2.03869
H 2.09315 2.38624 -0.25011
H 3.54884 2.84964 0.63435
H 2.06898 2.48803 1.51891
H -3.93211 0.96296 0.75526
H -3.71024 1.08364 2.54791
H -4.97892 0.07876 1.86085
H -2.25219 -0.73919 -0.20845
H -3.81368 -1.46940 -0.14490
H -2.38604 -2.39710 0.47838
H -2.36035 -0.59131 3.65296
H -1.94741 -2.14848 2.82777
H -3.59016 -1.79807 3.39582
*
```

***

Entry 3:
A structure of composition C32H53IrN3O2P2S, computed with the ωB97M-V functional and the def2-TZVPD basis.

Values from the calculation:
Frontier orbital gap (alpha / beta) in eV: 6.090 / 6.090
Total energy in Ha: -2751.026833
LUMO level (alpha / beta) in eV: -3.05 / -3.05
Largest force on an atom in eV/A: 0.9
Energy relative to the best compared isomer or geometry (same formula, charge and spin) in kJ/mol: 65.94

The geometry in ORCA input format:
```
! wB97M-V def2-TZVPD RIJCOSX def2/J DEFGRID3
* xyz 1 1
Ir 0.80896 0.62195 0.22073
C -1.28222 0.39649 -4.19455
C -1.06277 0.74039 -2.72207
C -2.12875 0.05171 -1.86585
P 0.63084 0.28743 -2.12132
C 1.73332 0.88543 -3.45891
C 3.17686 0.45272 -3.27230
C 1.63162 2.40645 -3.57838
C 0.66736 -1.50802 -2.13426
C 1.05400 -2.28472 -3.22437
C 1.15217 -3.66301 -3.14013
C 1.53597 -4.50513 -4.32448
C 0.87301 -4.24068 -1.89878
C 0.47437 -3.49305 -0.80920
C 0.32778 -2.09659 -0.90068
N -0.01629 -1.27209 0.16909
C -0.74598 -1.77292 1.24269
C -1.67456 -2.82343 1.12820
C -2.31114 -3.33213 2.24075
C -2.08272 -2.82940 3.52354
C -2.77316 -3.40692 4.72791
C -1.24460 -1.73376 3.62540
C -0.61449 -1.18093 2.51012
P 0.20646 0.41378 2.54280
C -1.15410 1.58663 3.03157
C -1.71795 1.50926 4.45861
C -2.35154 1.35935 2.09697
C 1.61454 0.36761 3.76652
C 1.45075 0.96006 5.16528
C 2.14796 -1.06592 3.87793
H -2.31990 0.60839 -4.45599
H -1.11111 -0.66654 -4.37963
H -0.65320 0.97560 -4.87078
H -1.15512 1.81907 -2.57984
H -2.12643 -1.02524 -2.04642
H -3.11162 0.43744 -2.13977
H -1.98751 0.21923 -0.79947
H 1.33972 0.42912 -4.37154
H 3.58801 0.95766 -2.40284
H 3.76620 0.74846 -4.14274
H 3.27974 -0.62504 -3.13663
H 2.01307 2.88586 -2.67382
H 0.60659 2.74437 -3.73498
H 2.22673 2.75265 -4.42466
H 1.30326 -1.80043 -4.16317
H 2.03597 -3.91008 -5.08846
H 0.65534 -4.95907 -4.78331
H 2.20470 -5.31590 -4.03392
H 0.98909 -5.31224 -1.77962
H 0.30706 -3.98951 0.13507
H -1.89578 -3.24168 0.15684
H -3.01348 -4.14773 2.11201
H -3.05304 -4.44608 4.55991
H -3.68541 -2.85420 4.96257
H -2.13041 -3.37005 5.60768
H -1.08194 -1.28696 4.60023
H -0.73413 2.58539 2.86966
H -2.31471 0.60566 4.57810
H -2.39614 2.35437 4.59035
H -0.98909 1.55366 5.25528
H -2.78361 0.37614 2.29333
H -2.11313 1.43379 1.04194
H -3.11619 2.10428 2.32296
H 2.37323 0.97946 3.27065
H 0.78688 0.36265 5.78853
H 1.10130 1.99171 5.15440
H 2.43176 0.95092 5.64478
H 1.52257 -1.64839 4.55512
H 3.16042 -1.04326 4.28470
H 2.17658 -1.58610 2.92080
C 6.15731 0.66857 -1.47358
N 5.09266 0.78932 -0.47937
C 4.91699 2.16298 -0.00474
C 4.30617 -0.22893 -0.14164
S 2.94874 0.03645 0.95435
N 4.66685 -1.47513 -0.47435
C 3.68236 -2.55318 -0.40135
C 6.04915 -1.95001 -0.36389
H 6.09614 1.53626 -2.12936
H 6.02418 -0.22971 -2.06806
H 7.14304 0.66200 -1.00689
H 5.83933 2.48898 0.47770
H 4.08657 2.22928 0.68464
H 4.71907 2.80696 -0.86252
H 2.71396 -2.20348 -0.74108
H 3.59151 -2.93833 0.61687
H 4.01319 -3.35335 -1.06306
H 6.71979 -1.15418 -0.05565
H 6.39623 -2.37749 -1.30462
H 6.07357 -2.72622 0.40273
O 1.49169 2.65486 0.03424
C 0.34260 3.12296 -0.19230
O -0.65601 2.35490 -0.20235
H 0.21712 4.19577 -0.37764
*
```

***

Entry 4:
A structure of composition C32H53N3O3P2Rb, computed with the ωB97M-V functional and the def2-TZVPD basis.

Values from the calculation:
Frontier orbital gap in eV: 5.980
Total energy in Ha: -2348.067079
LUMO level in eV: 2.12
Largest force on an atom in eV/A: 0.5
Energy relative to the best compared isomer or geometry (same formula, charge and spin) in kJ/mol: 0.91

The geometry in ORCA input format:
```
! wB97M-V def2-TZVPD RIJCOSX def2/J DEFGRID3
* xyz -1 1
Rb 0.01944 -0.90830 1.59029
C -3.23176 1.49234 5.15529
P -2.72046 1.53148 3.38418
C -0.90304 1.68530 3.62368
C -2.93448 -0.24700 2.91357
C -2.47447 -1.29417 3.92799
P -2.49156 -3.07093 3.33969
C -3.52508 -3.79998 4.69194
C -0.84631 -3.60642 3.98531
H -3.14755 2.49880 5.56868
H -2.61981 0.81869 5.75688
H -4.27927 1.19168 5.22443
H -0.71000 2.69063 4.00614
H -0.36445 1.63029 2.67109
H -0.48740 0.95563 4.32300
H -2.46988 -0.37139 1.92148
H -3.99641 -0.38057 2.67940
H -3.14611 -1.25442 4.79031
H -1.48635 -1.05747 4.33796
H -3.17602 -3.51043 5.68614
H -3.50454 -4.88869 4.61410
H -4.56126 -3.47848 4.56992
H -0.84571 -3.56739 5.07859
H -0.01951 -2.96413 3.67632
H -0.63492 -4.62706 3.66340
C 2.90903 -0.79914 -4.77467
C 3.84972 0.04075 -3.89681
C 4.14049 1.37999 -4.58604
C 5.16806 -0.71735 -3.73782
C 3.16563 0.28737 -2.55667
C 3.64046 -0.21547 -1.35700
C 2.90254 -0.01127 -0.19569
N 1.75128 0.64908 -0.16315
C 1.28866 1.15896 -1.30939
C 1.97353 0.99722 -2.50778
C -0.03232 1.83592 -1.25375
C -0.56290 2.47977 -2.36832
C -1.82941 3.04800 -2.33725
C -2.51498 2.96533 -1.13429
C -1.90707 2.33027 -0.06011
N -0.70592 1.77231 -0.09951
C -2.40704 3.69618 -3.59064
C -1.48447 4.83097 -4.05457
C -3.80139 4.27446 -3.34763
C -2.50782 2.63407 -4.69561
H 3.38167 -1.01117 -5.73676
H 1.96807 -0.28065 -4.96119
H 2.67010 -1.74478 -4.28572
H 4.61951 1.20752 -5.55268
H 4.80739 1.99274 -3.97642
H 3.22734 1.94938 -4.76309
H 5.62411 -0.86550 -4.71849
H 5.01025 -1.70019 -3.29159
H 5.87439 -0.16360 -3.11637
H 4.55389 -0.78803 -1.29319
H 3.23422 -0.43708 0.74561
H 1.55602 1.37326 -3.42986
H 0.00883 2.53170 -3.28309
H -3.50628 3.37330 -1.00282
H -2.43132 2.26855 0.88720
H -1.39852 5.59864 -3.28338
H -1.88511 5.29437 -4.95905
H -0.48181 4.46619 -4.27961
H -3.78540 5.04699 -2.57684
H -4.50694 3.49883 -3.04644
H -4.17330 4.72638 -4.26900
H -1.53025 2.21739 -4.93960
H -2.92747 3.07494 -5.60285
H -3.15005 1.81028 -4.38069
O 3.33393 -1.23871 2.65163
C 2.90767 -1.03445 3.78737
C 3.83138 -0.78446 4.99071
C 2.85922 -0.71996 6.15888
C 1.48445 -0.76771 5.46989
O 0.42577 -0.63710 6.07719
N 1.60943 -0.98546 4.14148
H 4.36847 0.15019 4.82103
H 4.57257 -1.58108 5.05512
H 2.93172 0.18306 6.76505
H 2.93420 -1.57340 6.83492
C 0.72711 -3.43792 -1.05326
C -0.63527 -2.80681 -1.42727
C -0.41826 -1.88935 -2.65353
C -1.59588 -3.94323 -1.84380
O -1.13115 -2.10926 -0.37327
H 1.17149 -4.04160 -1.85611
H 0.59347 -4.08397 -0.18127
H 1.44380 -2.65345 -0.78464
H -0.03373 -2.42540 -3.53101
H 0.28886 -1.10150 -2.38618
H -1.37002 -1.41814 -2.91328
H -1.22721 -4.53291 -2.69228
H -2.56261 -3.50811 -2.10701
H -1.74792 -4.60410 -0.98760
*
```